{"formula": "C21H22FN3OS", "method": "ωB97M-V/def2-TZVPD", "largest_force_ev_per_a": 1.07, "charge": 0, "energy_ev": -42205.652, "e_above_lowest_kcal_mol": 0.7, "elements": ["O", "C", "C", "C", "C", "C", "N", "C", "C", "C", "C", "C", "C", "S", "N", "C", "C", "N", "C", "C", "C", "C", "C", "C", "F", "C", "C", "H", "H", "H", "H", "H", "H", "H", "H", "H", "H", "H", "H", "H", "H", "H", "H", "H", "H", "H", "H", "H", "H"], "coordinates": [[-2.39174, -2.09854, 1.53916], [-2.14718, -1.82745, 0.37877], [-0.89119, -2.31551, -0.32087], [-0.10301, -3.25654, 0.58648], [1.30097, -3.52315, 0.03696], [2.12329, -2.28827, 0.02141], [2.59666, -1.73611, -1.02574], [3.32079, -0.61297, -0.74696], [3.96023, 0.20107, -1.67666], [4.65956, 1.30137, -1.22657], [4.73394, 1.60107, 0.13263], [4.10448, 0.80871, 1.07278], [3.39657, -0.29441, 0.62775], [2.50629, -1.46694, 1.54804], [-3.01373, -1.08841, -0.36342], [-2.75850, -0.49834, -1.65869], [-2.92977, 1.03578, -1.53142], [-2.65319, 1.47220, -0.18514], [-1.39289, 1.83098, 0.24767], [-1.24477, 2.46947, 1.48920], [-0.01793, 2.88385, 1.96397], [1.12896, 2.70723, 1.20930], [1.02102, 2.10264, -0.02818], [-0.20735, 1.66869, -0.48194], [-0.20375, 1.05102, -1.70024], [-3.63609, 0.97134, 0.76007], [-4.10731, -0.43277, 0.32366], [-1.15371, -2.81846, -1.25349], [-0.26946, -1.44943, -0.56413], [-0.64131, -4.19944, 0.68951], [-0.03088, -2.81048, 1.58043], [1.24526, -3.90673, -0.98346], [1.79371, -4.26854, 0.66624], [3.89503, -0.04184, -2.72501], [5.15928, 1.94292, -1.93695], [5.29202, 2.46705, 0.45590], [4.15904, 1.03633, 2.12596], [-3.47399, -0.89615, -2.38923], [-1.75365, -0.73702, -1.99597], [-2.29228, 1.55619, -2.24261], [-3.96593, 1.31669, -1.74878], [-2.12395, 2.66125, 2.08338], [0.03800, 3.36368, 2.92939], [2.09019, 3.03631, 1.56904], [1.88349, 1.94428, -0.65644], [-3.17798, 0.88989, 1.74538], [-4.49087, 1.65727, 0.81790], [-4.96201, -0.38065, -0.35512], [-4.37433, -1.02915, 1.19602]], "nbo_charge": [-0.637, 0.697, -0.508, -0.380, -0.463, 0.143, -0.462, 0.159, -0.214, -0.226, -0.218, -0.220, -0.229, 0.349, -0.438, -0.230, -0.228, -0.424, 0.096, -0.240, -0.201, -0.240, -0.268, 0.380, -0.353, -0.220, -0.243, 0.223, 0.233, 0.217, 0.227, 0.231, 0.230, 0.226, 0.217, 0.217, 0.222, 0.191, 0.227, 0.234, 0.192, 0.214, 0.214, 0.216, 0.233, 0.221, 0.189, 0.191, 0.253]}


{"formula": "C5H11N2", "method": "ωB97M-V/def2-TZVPD", "largest_force_ev_per_a": 2.99, "charge": 1, "energy_ev": -8335.701, "e_above_lowest_kcal_mol": 32.7, "elements": ["H", "N", "C", "C", "N", "C", "C", "C", "H", "H", "H", "H", "H", "H", "H", "H", "H", "H"], "coordinates": [[0.37911, -2.62386, -2.40376], [0.08802, -2.03342, -1.63321], [-0.39537, -1.06252, -2.28088], [-1.09062, -0.01770, -1.38307], [-0.69059, -0.18183, -0.03745], [0.17320, 0.25639, 0.82005], [-0.05915, -0.02059, 2.25240], [1.24122, 1.13259, 0.45897], [-0.45913, -1.07560, -3.37223], [-1.00706, 1.03910, -1.70051], [-2.19589, -0.34268, -1.34749], [-1.21521, -0.86059, 0.40039], [-0.48437, -1.06314, 2.44449], [-0.82574, 0.64436, 2.58842], [0.79601, 0.04868, 2.92760], [1.94719, 1.10191, 1.29823], [1.07360, 2.14898, 0.06463], [1.74719, 0.59955, -0.39084]], "nbo_charge": [0.360, -0.591, 0.101, -0.302, -0.416, 0.515, -0.700, -0.734, 0.207, 0.246, 0.258, 0.413, 0.258, 0.279, 0.269, 0.263, 0.298, 0.277]}


{"formula": "CH2NO4P", "method": "ωB97M-V/def2-TZVPD", "largest_force_ev_per_a": 1.50, "charge": -2, "energy_ev": -20040.498, "e_above_lowest_kcal_mol": 12.0, "elements": ["H", "N", "C", "O", "P", "O", "O", "O", "H"], "coordinates": [[0.21684, 1.46271, 0.18437], [-0.53058, 0.79857, -0.02675], [0.00330, -0.35678, -0.15410], [1.19831, -0.80021, -0.16236], [2.84141, 0.17263, -0.01895], [2.56797, 1.06209, 1.16981], [3.79580, -0.97183, 0.17058], [2.91981, 0.82148, -1.36710], [-0.73633, -1.19699, -0.30339]], "nbo_charge": [0.354, -0.874, 0.472, -0.767, 2.497, -1.245, -1.240, -1.242, 0.045]}